ORCA calculation (ωB97M-V/def2-TZVPD) on a 6-piece molecular cluster, C34H68BCl2N7O10S overall.

Properties
Kohn-Sham gap: 8.7 eV
structure (SMILES): CB(O)[C@]1(CCCS)C(=O)N[C@@](N=C(C)C)(/C(Cl)=C(\C)Cl)[C@]1(C)COCOCCO.CN(C)C=O.CN(C)C=O.CN(C)C=O.CN(C)C=O.CN(C)C=O
2S+1: 1
E_LUMO: 0.0059 Eh
max |F|: 2.4 eV/Å

Atoms and positions in Å:
1 C -1.839 0.230 0.875
2 B -1.017 -1.110 1.046
3 O -1.719 -2.292 1.088
4 C 0.584 -1.168 1.229
5 C 0.820 -2.236 2.360
6 C 0.795 -3.710 1.966
7 C 0.433 -4.627 3.153
8 S 1.760 -5.773 3.646
9 C 0.935 0.165 1.876
10 O 0.491 0.562 2.928
11 N 1.882 0.844 1.095
12 C 2.640 -0.177 0.332
13 N 3.325 0.539 -0.721
14 C 4.259 0.126 -1.494
15 C 5.625 0.745 -1.395
16 C 4.088 -0.909 -2.589
17 C 3.727 -0.689 1.296
18 Cl 4.048 -2.381 1.432
19 C 4.507 0.151 2.000
20 C 4.436 1.651 2.015
21 Cl 5.763 -0.481 3.013
22 C 1.426 -1.143 -0.075
23 C 1.694 -2.487 -0.759
24 C 0.640 -0.320 -1.125
25 O -0.393 -1.121 -1.668
26 C -0.651 -0.865 -3.040
27 O -1.891 -1.375 -3.355
28 C -2.961 -0.439 -3.409
29 C -3.941 -0.590 -2.248
30 O -5.200 -1.042 -2.741
31 H -2.704 0.067 0.227
32 H -1.263 1.063 0.474
33 H -2.188 0.538 1.864
34 H -2.453 -2.282 0.466
35 H 1.718 -1.994 2.935
36 H -0.002 -2.093 3.068
37 H 0.066 -3.880 1.177
38 H 1.755 -4.039 1.567
39 H -0.424 -5.242 2.887
40 H 0.202 -4.043 4.043
41 H 2.136 -6.117 2.412
42 H 1.573 1.638 0.557
43 H 5.555 1.826 -1.272
44 H 6.119 0.302 -0.522
45 H 6.244 0.535 -2.268
46 H 4.720 -0.663 -3.441
47 H 4.375 -1.895 -2.210
48 H 3.051 -0.932 -2.916
49 H 4.459 2.059 1.005
50 H 5.250 2.055 2.613
51 H 3.502 1.965 2.484
52 H 2.506 -3.054 -0.332
53 H 0.802 -3.106 -0.683
54 H 1.878 -2.354 -1.824
55 H 1.330 0.016 -1.907
56 H 0.191 0.576 -0.703
57 H -0.583 0.211 -3.244
58 H 0.103 -1.385 -3.645
59 H -2.598 0.586 -3.470
60 H -3.519 -0.628 -4.326
61 H -4.089 0.392 -1.782
62 H -3.551 -1.265 -1.481
63 H -5.917 -0.646 -2.237
64 C -6.387 3.428 -5.122
65 N -4.971 3.131 -5.072
66 C -4.058 4.098 -4.485
67 C -4.461 1.981 -5.552
68 O -3.281 1.691 -5.520
69 H -6.571 4.333 -5.705
70 H -6.786 3.574 -4.116
71 H -6.916 2.600 -5.589
72 H -3.313 4.412 -5.217
73 H -3.528 3.661 -3.638
74 H -4.624 4.963 -4.148
75 H -5.226 1.309 -5.974
76 C 3.853 5.847 -2.314
77 N 3.011 4.679 -2.455
78 C 3.145 3.573 -1.522
79 C 2.088 4.564 -3.429
80 O 1.365 3.597 -3.573
81 H 4.908 5.576 -2.402
82 H 3.696 6.322 -1.343
83 H 3.613 6.566 -3.095
84 H 3.401 2.662 -2.054
85 H 2.200 3.403 -1.005
86 H 3.919 3.804 -0.793
87 H 2.046 5.442 -4.096
88 C -9.396 -4.663 -2.753
89 N -8.672 -3.413 -2.671
90 C -7.860 -2.969 -3.793
91 C -8.710 -2.623 -1.584
92 O -8.115 -1.565 -1.480
93 H -8.708 -5.496 -2.908
94 H -10.109 -4.641 -3.580
95 H -9.942 -4.830 -1.827
96 H -6.828 -2.849 -3.466
97 H -8.217 -1.999 -4.142
98 H -7.914 -3.688 -4.606
99 H -9.344 -3.025 -0.776
100 C -2.877 2.042 4.793
101 N -3.174 3.419 4.454
102 C -4.246 4.113 5.145
103 C -2.481 4.084 3.509
104 O -2.692 5.237 3.188
105 H -3.751 1.412 4.611
106 H -2.596 1.959 5.845
107 H -2.050 1.684 4.182
108 H -5.004 4.446 4.435
109 H -3.860 4.994 5.659
110 H -4.697 3.439 5.868
111 H -1.689 3.472 3.045
112 C 7.355 -2.528 5.402
113 N 8.700 -2.802 5.863
114 C 9.374 -1.834 6.710
115 C 9.358 -3.930 5.534
116 O 10.486 -4.198 5.898
117 H 7.330 -1.612 4.811
118 H 6.676 -2.412 6.249
119 H 7.003 -3.350 4.782
120 H 10.292 -1.486 6.237
121 H 9.640 -2.284 7.667
122 H 8.711 -0.988 6.880
123 H 8.767 -4.603 4.890

Results of the Mulliken charge analysis, in e, for atoms 1 through 2:
1 C -0.55
2 B 1.55

ORCA calculation (ωB97M-V/def2-TZVPD) on C12H25BrClN3O4 as an isolated structure.

Properties
Kohn-Sham gap: 6.7 eV
2S+1: 1
E_LUMO: -0.0087 Eh
max |F|: 2.8 eV/Å

Atoms and positions in Å:
1 C 8.769 -1.371 0.291
2 C 7.231 -1.247 0.347
3 O 6.748 -0.262 -0.551
4 C 5.758 0.588 -0.008
5 C 4.620 0.814 -0.995
6 O 3.588 1.472 -0.278
7 C 2.318 1.362 -0.913
8 C 1.289 1.050 0.182
9 O 0.030 1.626 -0.136
10 C -1.009 0.655 -0.131
11 C -2.324 1.322 0.191
12 N -3.424 1.116 -0.827
13 C -4.552 0.802 -0.099
14 N -5.553 0.089 -0.502
15 O -6.573 -0.145 0.394
16 C -7.655 -0.812 -0.277
17 C -7.512 -2.328 -0.252
18 N -4.395 1.364 1.122
19 C -3.034 0.795 1.448
20 Cl -2.363 1.144 2.998
21 H 9.195 -1.224 1.285
22 H 9.211 -0.616 -0.355
23 H 9.049 -2.374 -0.020
24 H 6.824 -2.211 0.030
25 H 6.951 -1.061 1.384
26 H 5.299 0.222 0.914
27 H 6.228 1.549 0.236
28 H 4.302 -0.177 -1.333
29 H 4.944 1.458 -1.818
30 H 2.066 2.320 -1.381
31 H 2.320 0.589 -1.684
32 H 1.668 1.479 1.111
33 H 1.236 -0.036 0.273
34 H -1.062 0.190 -1.127
35 H -0.881 -0.177 0.639
36 H -2.293 2.406 0.323
37 H -3.166 0.249 -1.313
38 H -5.532 -0.296 -1.440
39 H -7.734 -0.449 -1.303
40 H -8.599 -0.543 0.189
41 H -6.803 -2.633 -1.024
42 H -8.456 -2.800 -0.523
43 H -7.191 -2.709 0.713
44 H -5.135 1.148 1.784
45 H -3.167 -0.268 1.225
46 Br -1.232 -2.069 1.211

Results of the natural (NBO) charge analysis, in e, for atoms 1 through 2:
1 C -0.64
2 C -0.06

ORCA calculation (ωB97M-V/def2-TZVPD) on C32H22N6PPtS2 as an isolated structure.

Properties
Kohn-Sham gap: 6.2 eV
2S+1: 1
E_LUMO: 0.0888 Eh
max |F|: 0.4 eV/Å
total charge: -1

Atoms and positions in Å:
1 Pt 0.466 -0.208 0.373
2 C 5.957 -1.037 -2.160
3 C 4.700 -0.662 -2.618
4 C 3.696 -0.353 -1.714
5 C 3.944 -0.404 -0.343
6 C 5.203 -0.785 0.112
7 C 6.206 -1.102 -0.797
8 P 2.596 0.122 0.756
9 C 3.001 -0.550 2.403
10 C 3.067 -1.936 2.551
11 C 3.160 -2.511 3.808
12 C 3.174 -1.703 4.939
13 C 3.095 -0.327 4.800
14 C 3.010 0.250 3.538
15 C 2.778 1.914 0.921
16 C 3.941 2.618 1.075
17 C 3.881 4.016 1.260
18 C 2.672 4.655 1.280
19 C 1.456 3.954 1.094
20 C 0.198 4.599 1.062
21 C -0.923 3.853 0.828
22 C -0.861 2.457 0.616
23 C 0.330 1.770 0.640
24 C 1.508 2.549 0.895
25 H 6.740 -1.287 -2.866
26 H 4.498 -0.621 -3.680
27 H 2.703 -0.085 -2.060
28 H 5.402 -0.836 1.175
29 H 7.183 -1.399 -0.435
30 H 3.013 -2.576 1.676
31 H 3.202 -3.589 3.901
32 H 3.234 -2.148 5.925
33 H 3.089 0.309 5.677
34 H 2.924 1.326 3.446
35 H 4.898 2.107 1.058
36 H 4.796 4.581 1.390
37 H 2.629 5.730 1.425
38 H 0.141 5.670 1.218
39 H -1.894 4.336 0.798
40 H -1.778 1.911 0.442
41 S -1.761 -0.515 -0.854
42 C -2.439 -1.716 0.197
43 C -3.212 -2.740 -0.360
44 C -3.747 -3.778 0.395
45 C -4.379 -4.895 -0.247
46 N -4.862 -5.803 -0.765
47 C -3.562 -3.768 1.783
48 C -2.830 -2.736 2.363
49 C -2.206 -1.735 1.616
50 S -1.134 -0.630 2.415
51 C -3.913 -4.884 2.606
52 N -4.077 -5.777 3.318
53 H -3.350 -2.753 -1.434
54 H -2.669 -2.746 3.434
55 N -0.262 -4.465 2.540
56 C -0.517 -5.087 1.367
57 N -1.189 -6.247 1.406
58 N -0.098 -4.668 0.186
59 C 0.298 -3.414 0.154
60 N 0.647 -2.315 0.140
61 H -0.892 -4.663 3.302
62 H 0.020 -3.491 2.492
63 H -1.580 -6.604 2.259
64 H -1.458 -6.656 0.528

Results of the natural (NBO) charge analysis, in e, for atoms 1 through 2:
1 Pt 0.51
2 C -0.21

ORCA calculation (ωB97M-V/def2-TZVPD) on a 2-piece molecular cluster, C3H9NO2S overall.

Properties
Kohn-Sham gap: 9.4 eV
structure (SMILES): NSCCO.C=O
2S+1: 1
E_LUMO: 0.0210 Eh
max |F|: 4.0 eV/Å

Atoms and positions in Å:
1 N -1.494 -0.969 -1.215
2 S 0.134 -0.938 -0.752
3 C 0.021 0.667 0.181
4 C -0.283 1.895 -0.627
5 O 0.699 2.024 -1.662
6 H -1.663 -0.989 -2.206
7 H -2.078 -1.734 -0.939
8 H -0.698 0.335 1.065
9 H 0.954 1.012 0.677
10 H -1.217 1.815 -0.987
11 H -0.340 2.831 -0.139
12 H 1.523 2.287 -1.369
13 C 1.141 -2.063 2.109
14 O 1.842 -1.091 2.138
15 H 1.417 -2.985 1.446
16 H 0.041 -2.096 2.280

Results of the natural (NBO) charge analysis, in e, for atoms 1 through 2:
1 N -1.01
2 S 0.38